DFT (ωB97M-V/def2-TZVPD) results for C18H54BeO9S9 as an isolated structure in a non-equilibrium geometry.

CARTESIAN COORDINATES (ANGSTROEM)
Be  0.296902  0.067867  0.026664
C  0.473282  3.627612  3.513994
S  -0.320423  3.543135  1.901051
O  -0.214602  2.149441  1.403881
C  -1.991464  3.859201  2.475445
H  0.570000  4.667524  3.826984
H  1.426471  3.110859  3.493551
H  -0.187036  3.160654  4.249133
H  -2.706856  3.934895  1.657644
H  -2.030634  4.805517  3.013543
H  -2.270041  3.000345  3.089412
C  2.149180  -2.501356  -3.187535
S  1.064284  -1.082842  -3.433102
O  1.153145  -0.299737  -2.170631
C  1.998285  -0.255402  -4.698588
H  1.851741  -3.029554  -2.286285
H  3.154988  -2.084122  -3.147648
H  2.058939  -3.157632  -4.054143
H  2.994738  0.100940  -4.435896
H  1.388867  0.568158  -5.074966
H  2.130208  -0.878547  -5.588563
C  1.905569  -0.885734  4.558119
S  0.731466  0.242718  3.806065
O  0.535337  -0.177632  2.395863
C  -0.749200  -0.229204  4.728588
H  2.920465  -0.602606  4.284674
H  1.764010  -1.895858  4.169743
H  1.785691  -0.905490  5.639757
H  -0.538762  -0.383654  5.785318
H  -1.088436  -1.157129  4.271465
H  -1.465717  0.580359  4.620777
C  1.124484  4.527470  -1.255774
S  2.249647  3.131596  -1.130128
O  1.481494  1.882404  -0.939210
C  2.739588  3.127660  -2.859713
H  0.706270  4.733778  -0.277482
H  0.319586  4.242653  -1.935054
H  1.658019  5.402198  -1.623244
H  3.686850  2.590681  -2.906076
H  2.992445  4.124898  -3.226123
H  1.953612  2.714786  -3.488164
C  4.822948  0.120131  -0.514098
S  3.849788  -0.450602  0.873403
O  2.491627  0.110205  0.670813
C  3.923815  -2.189152  0.420330
H  5.705675  -0.477802  -0.737094
H  5.059871  1.180845  -0.481529
H  4.194737  -0.010152  -1.405403
H  4.976180  -2.466056  0.388511
H  3.379912  -2.421098  -0.494627
H  3.452971  -2.767855  1.214809
C  1.291035  -4.622817  0.867401
S  0.912373  -3.042472  1.636782
O  0.649223  -2.161929  0.458170
C  -0.687232  -3.528081  2.294301
H  0.513001  -4.858786  0.144244
H  1.335647  -5.389736  1.641553
H  2.266219  -4.527857  0.396013
H  -1.086894  -2.603941  2.707997
H  -0.566327  -4.240196  3.110448
H  -1.322792  -3.913145  1.502981
C  -2.376449  -2.754868  -3.224204
S  -1.523002  -2.635487  -1.640025
O  -1.249460  -1.171335  -1.493051
C  -2.957637  -3.088799  -0.643939
H  -1.617670  -2.668329  -3.996073
H  -3.100893  -1.938289  -3.271137
H  -2.996206  -3.647652  -3.302069
H  -2.700993  -2.800749  0.370279
H  -3.047486  -4.174323  -0.741141
H  -3.897986  -2.672663  -1.002030
C  -3.937627  1.052407  0.824840
S  -2.762166  0.233969  1.898993
O  -1.852743  -0.621716  1.081698
C  -3.976084  -0.818334  2.711461
H  -4.788180  1.372911  1.427507
H  -4.278821  0.349982  0.061262
H  -3.520522  1.906334  0.302211
H  -3.479812  -1.529130  3.372626
H  -4.586615  -1.327119  1.968385
H  -4.556963  -0.203639  3.400290
C  -1.531680  1.063593  -3.601885
S  -2.217487  1.557634  -2.023637
O  -1.224992  1.459694  -0.917054
C  -2.580526  3.290622  -2.393013
H  -0.501409  1.399637  -3.738976
H  -2.165490  1.400170  -4.418447
H  -1.458131  -0.016759  -3.508583
H  -3.459604  3.307531  -3.034268
H  -1.715303  3.734794  -2.883859
H  -2.802251  3.829527  -1.474518

Force components x, y, z for each atom (eV/Å):
0.10 0.05 -0.21
-0.77 0.05 0.54
0.57 0.82 -0.51
-0.37 -0.24 0.48
-0.27 -0.37 0.11
0.19 0.07 -0.28
0.06 0.11 -0.21
0.16 -0.22 -0.02
0.30 -0.08 -0.27
0.17 -0.10 0.19
-0.08 0.19 0.21
0.12 0.37 -0.68
-0.40 -0.94 0.34
0.54 0.37 0.31
0.25 0.41 -1.01
-0.05 0.16 0.10
0.12 -0.31 0.28
0.03 -0.03 0.03
-0.14 -0.01 0.50
0.04 0.16 0.32
-0.19 -0.42 0.29
0.06 -0.67 -0.13
0.37 0.87 0.40
-0.26 -0.95 -0.08
0.32 -0.23 -0.12
-0.07 0.31 0.04
-0.26 0.02 0.01
0.06 0.21 0.00
0.12 0.05 -0.02
-0.26 0.01 0.10
-0.12 -0.11 -0.14
-0.35 -0.22 -0.15
0.42 0.39 0.09
-0.53 0.00 0.02
0.63 0.42 -0.16
0.03 -0.01 0.11
0.03 0.09 -0.04
0.08 -0.05 -0.01
-0.27 -0.45 -0.18
-0.21 0.13 0.27
0.01 -0.25 0.13
-0.24 -0.05 -1.50
0.56 0.05 0.12
-0.79 -0.18 -0.23
-0.35 -0.29 0.27
0.18 0.06 0.59
0.06 -0.03 0.51
-0.25 0.01 0.21
0.00 -0.02 -0.16
0.21 0.30 -0.19
0.15 0.18 0.15
0.09 0.02 0.32
-0.21 -0.50 0.09
-0.29 0.97 -0.94
0.15 0.48 0.37
0.03 0.06 -0.08
0.03 0.00 -0.01
-0.05 -0.08 -0.11
-0.21 -0.01 -0.19
0.13 -0.13 -0.12
0.03 -0.06 -0.02
-0.37 0.18 0.18
-0.51 -0.17 -0.23
-0.12 -0.02 0.15
0.22 -0.39 -0.14
-0.18 -0.10 -0.20
0.31 0.26 0.01
0.50 -0.34 -0.03
-0.28 0.09 0.04
0.12 -0.01 0.17
0.15 0.43 0.07
-0.51 -0.23 -0.38
0.31 0.86 0.62
0.02 -0.34 -0.29
0.16 -0.16 0.16
0.05 0.01 0.05
0.00 -0.10 0.10
0.35 0.02 0.29
0.26 -0.12 -0.32
-0.13 -0.05 0.12
-0.22 0.19 -0.35
0.82 -0.10 0.25
-1.49 -0.72 -0.19
0.96 0.23 0.21
0.79 -0.09 0.04
-0.12 0.44 0.15
-0.15 -0.09 0.06
-0.31 -0.04 -0.26
0.05 -0.07 -0.10
-0.13 0.20 -0.05
0.02 -0.14 0.10

Its relative energy (zero: lowest compared OMol25 entry of this formula, charge and spin) is 0.4 kcal/mol. The total energy comes out at -135868.72981 eV. Its charge is +2. As for the spin multiplicity: 1. As for the HOMO-LUMO gap: 9.35 eV. Its largest force on an atom is 0.032 hartree/bohr.